Entry 1:
The following is a DFT calculation (ωB97M-V with the def2-TZVPD basis set) of C26H24NO9PSe2V as an isolated structure at a distorted geometry.

Values from the calculation:
Max |F| in eV Å⁻¹: 2.42
<S²>: 2.008
Total charge: -1
M in g mol⁻¹: 734.3
LUMO energy (alpha / beta) in eV: 2.37 / 2.37
Spin multiplicity: 3
Energy relative to the best compared isomer or geometry (same formula, charge and spin) in kcal per mole: 30.3

Each line ends with the Löwdin charge.
Element x y z (Å)
V1 1.005 0.390 0.685  0.669
O1 -0.846 0.884 1.913  -0.176
C1 -0.408 1.621 3.030  -0.208
C2 0.899 0.998 3.527  -0.143
N1 1.885 1.054 2.462  -0.257
C3 2.346 2.408 2.198  -0.050
C4 1.687 2.983 0.903  -0.598
O2 1.969 4.117 0.569  0.072
O3 0.909 2.185 0.291  -0.221
C5 2.971 0.101 2.585  -0.079
C6 3.583 -0.089 1.162  -0.600
O4 4.772 -0.320 1.043  0.067
O5 2.741 0.018 0.214  -0.092
H1 -1.415 1.458 1.347  -0.065
H2 -1.172 1.577 3.825  0.130
H3 -0.240 2.675 2.766  0.126
H4 0.707 -0.056 3.754  0.129
H5 1.247 1.516 4.438  0.135
H6 3.426 2.419 2.017  0.144
H7 2.139 3.090 3.034  0.137
H8 2.564 -0.872 2.890  0.131
H9 3.751 0.405 3.303  0.138
Se1 -2.217 2.815 -0.271  0.384
P1 -1.167 1.756 -1.801  0.297
Se2 -0.115 -0.150 -1.332  0.650
C7 -0.177 2.928 -2.801  -0.371
C8 -0.305 4.294 -2.610  -0.109
C9 0.315 5.171 -3.480  -0.086
C10 1.061 4.687 -4.541  -0.099
C11 1.223 3.320 -4.705  -0.089
C12 0.616 2.438 -3.832  -0.093
C13 -2.420 1.233 -3.058  -0.386
C14 -3.701 1.766 -3.068  -0.124
C15 -4.664 1.252 -3.921  -0.096
C16 -4.354 0.211 -4.779  -0.104
C17 -3.060 -0.286 -4.811  -0.091
C18 -2.099 0.218 -3.954  -0.131
H10 -0.890 4.667 -1.780  0.048
H11 0.209 6.236 -3.326  0.098
H12 1.517 5.374 -5.240  0.094
H13 1.824 2.942 -5.519  0.097
H14 0.752 1.370 -3.935  0.087
H15 -3.956 2.570 -2.391  0.044
H16 -5.670 1.648 -3.894  0.096
H17 -5.117 -0.222 -5.412  0.094
H18 -2.800 -1.091 -5.485  0.098
H19 -1.098 -0.193 -3.947  0.059
O6 0.759 -2.483 -0.378  -0.049
C19 0.537 -2.350 0.820  -0.618
O7 0.576 -1.266 1.478  -0.153
C20 0.186 -3.553 1.666  -0.115
C21 -0.912 -3.483 2.511  -0.019
C22 -1.272 -4.555 3.323  0.008
C23 -0.476 -5.675 3.265  -0.205
O8 -0.584 -6.858 3.967  0.020
C24 0.532 -7.631 3.584  -0.178
O9 1.243 -6.968 2.566  0.028
C25 0.631 -5.743 2.421  -0.193
C26 0.980 -4.700 1.602  0.076
H20 -1.505 -2.580 2.523  0.121
H21 -2.135 -4.517 3.968  0.113
H22 0.195 -8.616 3.220  0.135
H23 1.190 -7.775 4.462  0.136
H24 1.825 -4.760 0.939  0.134

Entry 2:
The following is a DFT calculation (ωB97M-V with the def2-TZVPD basis set) of C26H25AsCl4CoN2O5P as an isolated structure at a distorted geometry.

Values from the calculation:
Max |F| in eV Å⁻¹: 1.78
<S²>: 0.841
Total charge: +1
M in g mol⁻¹: 752.1
LUMO energy (alpha / beta) in eV: -2.48 / -2.49
Spin multiplicity: 2
Energy relative to the best compared isomer or geometry (same formula, charge and spin) in kcal per mole: 6.5

Each line ends with the Löwdin charge.
Element x y z (Å)
Co1 -0.069 -0.170 -0.188  0.644
Cl1 -6.364 -0.039 1.972  0.685
C1 -4.702 0.317 1.707  -0.710
C2 -4.131 1.471 2.233  -0.706
Cl2 -5.085 2.567 3.151  0.689
C3 -2.777 1.744 2.014  -0.601
Cl3 -2.031 3.164 2.641  0.736
C4 -1.997 0.871 1.270  -0.359
O1 -0.699 1.060 1.032  -0.207
C5 -2.582 -0.275 0.724  -0.335
O2 -1.738 -1.048 0.004  -0.219
C6 -3.915 -0.556 0.951  -0.600
Cl4 -4.586 -2.016 0.297  0.693
N1 -2.089 -2.745 -2.188  0.112
C7 -0.872 -3.569 -1.962  -0.181
P1 0.617 -2.506 -2.140  0.424
O3 1.408 -2.797 -3.352  -0.294
O4 0.177 -1.081 -1.865  -0.345
C8 1.742 -2.872 -0.726  -0.182
N2 2.849 -1.890 -0.972  0.113
H1 -2.044 -2.231 -3.066  0.158
H2 -2.156 -1.998 -1.337  0.131
H3 -2.935 -3.310 -2.191  0.146
H4 -0.820 -4.397 -2.667  0.110
H5 -0.940 -3.965 -0.947  0.115
H6 2.131 -3.887 -0.767  0.110
H7 1.327 -2.660 0.258  0.102
H8 2.484 -0.924 -0.730  0.034
H9 3.086 -1.924 -1.973  0.143
H10 3.680 -2.090 -0.419  0.164
O5 1.839 0.354 -0.291  -0.507
As1 2.224 1.984 0.037  1.319
C9 1.951 2.383 1.872  -0.322
C10 1.553 3.659 2.244  -0.105
C11 1.438 3.965 3.593  -0.074
C12 1.708 2.996 4.547  -0.057
C13 2.099 1.719 4.165  -0.058
C14 2.230 1.408 2.822  -0.084
C15 1.255 3.203 -1.059  -0.293
C16 -0.115 3.372 -0.866  -0.081
C17 -0.803 4.273 -1.663  -0.050
C18 -0.130 5.002 -2.636  -0.057
C19 1.235 4.838 -2.816  -0.064
C20 1.936 3.937 -2.027  -0.083
C21 4.086 2.218 -0.319  -0.312
C22 4.735 3.307 0.255  -0.081
C23 6.086 3.503 0.014  -0.055
C24 6.786 2.615 -0.793  -0.059
C25 6.137 1.530 -1.364  -0.066
C26 4.784 1.332 -1.128  -0.094
H11 1.314 4.406 1.496  0.111
H12 1.123 4.954 3.896  0.115
H13 1.606 3.234 5.598  0.114
H14 2.299 0.966 4.915  0.111
H15 2.529 0.412 2.518  0.105
H16 -0.629 2.828 -0.082  0.076
H17 -1.865 4.412 -1.515  0.115
H18 -0.673 5.707 -3.252  0.113
H19 1.758 5.410 -3.570  0.112
H20 3.001 3.810 -2.174  0.102
H21 4.199 3.993 0.899  0.110
H22 6.594 4.347 0.460  0.115
H23 7.840 2.771 -0.976  0.114
H24 6.684 0.844 -1.997  0.111
H25 4.273 0.498 -1.592  0.090

Entry 3:
The following is a DFT calculation (ωB97M-V with the def2-TZVPD basis set) of C26H25BeN5 as an isolated structure at a distorted geometry.

Values from the calculation:
Max |F| in eV Å⁻¹: 1.03
Total charge: +2
M in g mol⁻¹: 416.5
LUMO energy in eV: -5.52
Spin multiplicity: 1
Energy relative to the best compared isomer or geometry (same formula, charge and spin) in kcal per mole: 0.0

Each line ends with the Löwdin charge.
Element x y z (Å)
Be1 -0.130 -0.883 -0.881  0.163
C1 -0.455 -2.682 1.082  -0.128
C2 1.023 -2.980 0.880  -0.078
C3 1.851 -1.736 0.698  -0.224
C4 2.977 -1.488 1.465  0.026
C5 3.759 -0.378 1.196  0.003
C6 3.414 0.454 0.140  -0.019
C7 2.262 0.170 -0.558  -0.082
N1 1.479 -0.884 -0.275  0.066
N2 -1.093 -2.172 -0.172  -0.154
C8 -2.423 -1.567 0.142  -0.047
C9 -2.472 -0.137 -0.329  -0.215
C10 -3.546 0.699 -0.079  0.024
C11 -3.493 2.000 -0.545  0.002
C12 -2.374 2.429 -1.253  -0.012
C13 -1.341 1.543 -1.447  -0.066
N3 -1.388 0.283 -0.988  0.063
C14 -1.190 -3.241 -1.213  -0.047
C15 -0.613 -2.776 -2.525  -0.196
C16 -0.672 -3.540 -3.679  0.024
C17 -0.112 -3.031 -4.837  0.000
C18 0.495 -1.781 -4.808  -0.010
C19 0.517 -1.086 -3.619  -0.059
N4 -0.030 -1.574 -2.496  0.081
H1 -0.552 -1.889 1.823  0.111
H2 -0.999 -3.561 1.434  0.146
H3 1.180 -3.626 0.011  0.130
H4 1.391 -3.533 1.743  0.137
H5 3.238 -2.170 2.261  0.133
H6 4.633 -0.167 1.798  0.131
H7 4.022 1.303 -0.137  0.124
H8 1.937 0.807 -1.372  0.115
H9 -2.596 -1.597 1.218  0.144
H10 -3.222 -2.145 -0.324  0.142
H11 -4.399 0.337 0.477  0.136
H12 -4.314 2.679 -0.359  0.131
H13 -2.305 3.435 -1.642  0.125
H14 -0.447 1.832 -1.984  0.122
H15 -2.228 -3.543 -1.348  0.141
H16 -0.655 -4.129 -0.875  0.139
H17 -1.149 -4.511 -3.667  0.136
H18 -0.148 -3.601 -5.756  0.131
H19 0.944 -1.353 -5.693  0.126
H20 0.979 -0.109 -3.552  0.121
N5 -0.165 0.618 1.603  0.211
C20 0.090 1.643 2.062  -0.106
C21 0.392 2.921 2.641  -0.230
C22 1.327 3.752 2.024  -0.035
C23 1.640 4.968 2.605  -0.054
C24 1.024 5.346 3.792  -0.043
C25 0.086 4.520 4.397  -0.047
C26 -0.237 3.302 3.825  -0.020
H21 1.800 3.445 1.100  0.109
H22 2.364 5.620 2.138  0.116
H23 1.280 6.291 4.250  0.119
H24 -0.391 4.823 5.319  0.119
H25 -0.965 2.650 4.288  0.123

Entry 4:
The following is a DFT calculation (ωB97M-V with the def2-TZVPD basis set) of one molecule with the formula C26H25F3N2O3 at a distorted geometry.

Values from the calculation:
Max |F| in eV Å⁻¹: 1.82
Total charge: 0
SMILES string: CC(NCCc1c(C)[nH]c2ccc(OC(F)(F)F)cc12)=C1C(=O)CC(c2ccccc2)CC1=O
M in g mol⁻¹: 470.5
LUMO energy in eV: 0.58
Spin multiplicity: 1
Energy relative to the best compared isomer or geometry (same formula, charge and spin) in kcal per mole: 3.6

Each line ends with the Löwdin charge.
Element x y z (Å)
C1 1.494 0.366 -3.006  0.011
C2 1.953 0.569 -1.606  -0.177
N1 2.051 1.793 -1.119  0.086
C3 1.682 3.055 -1.701  -0.158
H1 1.911 3.078 -2.769  0.116
H2 2.304 3.809 -1.214  0.115
C4 0.192 3.385 -1.476  -0.098
C5 -0.306 2.942 -0.136  -0.142
C6 0.201 3.235 1.105  -0.251
N2 -0.554 2.610 2.064  0.136
C7 -1.560 1.909 1.473  -0.200
C8 -2.585 1.156 2.022  0.003
C9 -3.502 0.575 1.167  -0.040
C10 -3.373 0.746 -0.212  -0.205
C11 -2.359 1.488 -0.778  0.069
C12 -1.436 2.093 0.072  -0.104
H3 -2.312 1.586 -1.849  0.125
O1 -4.269 0.173 -1.151  0.136
C13 -5.273 -0.568 -0.757  -0.739
F1 -6.167 0.064 0.031  0.153
F2 -4.927 -1.678 -0.074  0.149
F3 -5.949 -0.984 -1.826  0.175
H4 -4.307 -0.007 1.585  0.115
H5 -2.676 1.023 3.089  0.116
H6 -0.357 2.637 3.050  0.166
C14 1.368 4.062 1.512  -0.003
H7 2.245 3.431 1.654  0.081
H8 1.589 4.814 0.760  0.079
H9 1.160 4.565 2.455  0.084
H10 -0.409 2.885 -2.236  0.104
H11 0.056 4.463 -1.600  0.121
C15 2.310 -0.524 -0.779  -0.050
C16 2.530 -0.314 0.629  -0.349
O2 2.540 0.806 1.167  0.010
H12 2.273 1.798 -0.109  0.090
C17 2.751 -1.502 1.540  -0.074
C18 2.348 -2.848 0.959  -0.267
C19 0.857 -3.080 0.868  -0.185
C20 -0.078 -2.055 0.887  -0.011
C21 -1.427 -2.334 0.756  -0.057
C22 -1.866 -3.636 0.602  -0.082
C23 -0.942 -4.667 0.587  -0.080
C24 0.405 -4.388 0.722  -0.039
H13 1.121 -5.198 0.713  0.115
H14 -1.271 -5.689 0.472  0.102
H15 -2.920 -3.841 0.495  0.099
H16 -2.139 -1.523 0.775  0.077
H17 0.231 -1.027 1.003  0.107
C25 2.970 -2.941 -0.433  -0.065
C26 2.436 -1.858 -1.352  -0.363
O3 2.199 -2.133 -2.517  0.051
H18 4.055 -2.821 -0.362  0.134
H19 2.765 -3.905 -0.901  0.125
H20 2.771 -3.641 1.588  0.146
H21 3.824 -1.518 1.762  0.136
H22 2.238 -1.299 2.484  0.133
H23 0.680 -0.356 -3.018  0.103
H24 1.162 1.292 -3.464  0.070
H25 2.294 -0.074 -3.600  0.101

Entry 5:
The following is a DFT calculation (ωB97M-V with the def2-TZVPD basis set) of C26H25F6MoN4O6P2S3 as an isolated structure.

Values from the calculation:
Max |F| in eV Å⁻¹: 0.82
<S²>: 0.756
Total charge: +2
M in g mol⁻¹: 857.6
LUMO energy (alpha / beta) in eV: -7.37 / -7.04
Spin multiplicity: 2
Energy relative to the best compared isomer or geometry (same formula, charge and spin) in kcal per mole: 19.7

Each line ends with the Löwdin charge.
Element x y z (Å)
Mo1 0.025 0.270 -0.629  1.324
N1 1.735 -0.911 -3.057  -0.067
P1 1.232 -1.622 -1.589  0.935
C1 0.822 -3.325 -1.960  -0.367
C2 -0.470 -3.788 -1.715  -0.086
C3 -0.791 -5.110 -2.002  -0.046
C4 0.165 -5.956 -2.540  -0.040
C5 1.453 -5.494 -2.796  -0.048
C6 1.785 -4.186 -2.502  -0.096
C7 2.736 -1.698 -0.579  -0.391
C8 3.078 -2.830 0.166  -0.130
C9 4.141 -2.778 1.062  -0.084
C10 4.841 -1.594 1.248  -0.067
C11 4.492 -0.459 0.524  -0.060
C12 3.449 -0.514 -0.389  -0.123
C13 1.243 0.295 -3.470  -0.338
C14 1.504 0.794 -4.736  0.009
C15 0.924 1.991 -5.103  0.005
C16 0.090 2.682 -4.234  0.024
C17 -0.118 2.139 -2.991  -0.363
N2 0.478 0.986 -2.570  -0.023
H1 2.239 -1.450 -3.748  0.132
H2 -1.229 -3.116 -1.335  0.061
H3 -1.795 -5.470 -1.821  0.119
H4 -0.091 -6.982 -2.771  0.120
H5 2.194 -6.158 -3.221  0.120
H6 2.798 -3.841 -2.686  0.116
H7 2.546 -3.762 0.022  0.106
H8 4.421 -3.666 1.613  0.123
H9 5.662 -1.555 1.951  0.124
H10 5.046 0.461 0.657  0.122
H11 3.219 0.369 -0.981  0.103
H12 2.131 0.236 -5.416  0.128
H13 1.109 2.391 -6.092  0.136
H14 -0.391 3.608 -4.516  0.135
H15 -1.315 3.487 -2.345  0.154
O1 -0.948 -0.204 1.190  -0.516
S1 -1.370 1.235 1.508  0.565
O2 -1.371 1.552 2.888  -0.214
O3 -0.413 1.987 0.635  -0.404
C18 -2.957 1.429 0.793  -0.269
C19 -3.870 2.234 1.457  -0.024
C20 -5.106 2.478 0.870  -0.027
C21 -5.408 1.930 -0.365  -0.020
C22 -4.486 1.125 -1.030  -0.031
C23 -3.260 0.866 -0.447  -0.279
S2 -2.190 -0.285 -1.324  0.579
O4 -2.559 -1.588 -0.802  -0.382
O5 -2.369 -0.028 -2.736  -0.348
O6 -0.902 2.663 -2.054  0.089
H16 -3.614 2.663 2.416  0.127
H17 -5.825 3.102 1.381  0.125
H18 -6.369 2.123 -0.821  0.125
H19 -4.719 0.699 -1.997  0.128
F1 1.367 0.101 3.430  -0.405
P2 1.926 0.286 6.149  0.320
F2 3.352 0.330 5.502  -0.068
F3 0.340 0.187 6.042  -0.100
F4 1.773 1.804 5.805  -0.057
F5 1.930 -1.274 5.869  -0.103
F6 2.178 0.318 7.646  0.025
S3 1.732 -1.209 2.557  1.148
C24 0.217 -2.029 2.811  -0.592
N3 -0.614 -1.770 3.784  0.103
C25 -1.838 -2.582 3.662  -0.054
C26 -1.564 -3.419 2.392  -0.066
N4 -0.193 -3.010 2.024  0.086
H20 -0.468 -1.035 4.465  0.129
H21 -2.703 -1.932 3.557  0.132
H22 -1.956 -3.201 4.548  0.135
H23 -2.241 -3.164 1.577  0.121
H24 -1.602 -4.488 2.583  0.130
H25 0.188 -3.167 1.103  0.126

Entry 6:
The following is a DFT calculation (ωB97M-V with the def2-TZVPD basis set) of a 7-piece molecular cluster, C26H25F6N2O22P overall at a distorted geometry.

Values from the calculation:
Max |F| in eV Å⁻¹: 2.03
Total charge: 0
SMILES string: NP(O)c1ccc2c(c1O)C(=O)NC2=O.O=C1OC[C@@H](F)O1.O=C1OC[C@@H](F)O1.O=C1OC[C@@H](F)O1.O=C1OC[C@@H](F)O1.O=C1OC[C@@H](F)O1.O=C1OC[C@@H](F)O1
M in g mol⁻¹: 862.4
LUMO energy in eV: -0.79
Spin multiplicity: 1

Each line ends with the Löwdin charge.
Element x y z (Å)
N1 1.332 0.441 -2.275  -0.170
P1 0.354 -0.030 -0.936  0.871
O1 0.731 1.021 0.295  -0.285
C1 -1.356 0.507 -1.410  -0.264
C2 -1.603 1.469 -2.384  -0.053
C3 -2.909 1.857 -2.683  0.008
C4 -3.922 1.256 -1.980  -0.085
C5 -3.710 0.258 -1.021  -0.004
C6 -2.409 -0.127 -0.725  -0.273
O2 -2.122 -1.063 0.235  0.014
C7 -5.064 -0.202 -0.473  -0.376
O3 -5.304 -1.158 0.215  0.102
N2 -5.919 0.778 -0.941  0.184
C8 -5.402 1.487 -2.039  -0.376
O4 -6.080 2.128 -2.788  0.138
H1 1.935 1.202 -1.953  0.014
H2 1.975 -0.336 -2.382  0.013
H3 0.071 1.725 0.336  0.048
H4 -0.772 1.933 -2.903  0.104
H5 -3.132 2.606 -3.433  0.126
H6 -2.060 -1.934 -0.180  0.095
H7 -6.920 0.659 -0.864  0.169
C9 -4.679 -5.573 -0.142  -0.037
C10 -4.464 -4.714 1.083  -0.307
O5 -3.053 -4.617 1.157  0.138
C11 -2.601 -4.721 -0.117  -0.563
O6 -1.506 -4.402 -0.468  0.159
O7 -3.546 -5.209 -0.943  0.084
F1 -4.937 -5.316 2.202  0.080
H8 -4.648 -6.637 0.096  0.146
H9 -5.605 -5.351 -0.665  0.143
H10 -4.879 -3.706 1.009  0.161
C12 0.928 -6.944 0.129  -0.056
C13 -0.254 -7.764 0.536  -0.327
O8 0.330 -8.855 1.217  0.132
C14 1.507 -8.391 1.752  -0.538
O9 2.125 -8.946 2.592  0.187
O10 1.853 -7.200 1.191  0.077
F2 -0.927 -8.235 -0.548  0.070
H11 1.360 -7.282 -0.815  0.148
H12 0.698 -5.884 0.051  0.130
H13 -0.952 -7.249 1.200  0.171
C15 5.717 1.018 -4.374  -0.044
C16 5.323 2.467 -4.212  -0.323
O11 4.263 2.391 -3.275  0.135
C17 4.497 1.298 -2.504  -0.546
O12 3.962 1.078 -1.466  0.152
O13 5.422 0.490 -3.075  0.080
F3 4.846 2.987 -5.376  0.073
H14 5.109 0.508 -5.123  0.143
H15 6.768 0.888 -4.619  0.140
H16 6.104 3.104 -3.827  0.136
C18 -4.159 0.869 2.978  -0.052
C19 -3.681 0.853 4.409  -0.304
O14 -3.766 2.215 4.777  0.131
C20 -4.765 2.772 4.025  -0.544
O15 -5.275 3.813 4.251  0.191
O16 -5.091 1.956 2.990  0.073
F4 -2.387 0.449 4.509  0.064
H17 -3.350 1.090 2.278  0.143
H18 -4.642 -0.058 2.678  0.133
H19 -4.296 0.254 5.083  0.176
C21 6.102 7.302 -4.929  -0.046
C22 6.211 7.982 -3.585  -0.311
O17 5.679 7.003 -2.707  0.148
C23 5.916 5.791 -3.273  -0.525
O18 5.839 4.753 -2.703  0.175
O19 6.259 5.924 -4.576  0.074
F5 5.450 9.098 -3.521  0.082
H20 5.121 7.453 -5.382  0.148
H21 6.871 7.615 -5.630  0.141
H22 7.231 8.224 -3.280  0.175
C24 0.751 0.547 5.450  -0.053
C25 0.933 1.409 6.675  -0.316
O20 2.340 1.515 6.768  0.130
C26 2.834 1.402 5.497  -0.546
O21 3.932 1.701 5.176  0.186
O22 1.886 0.911 4.660  0.076
F6 0.459 0.804 7.794  0.071
H23 0.798 -0.516 5.690  0.148
H24 -0.175 0.753 4.924  0.115
H25 0.498 2.407 6.597  0.174